No. 1
{
  "formula": "C19H28ClN3O4S",
  "method": "ωB97M-V/def2-TZVPD",
  "species": ["C", "H", "H", "H", "C", "H", "H", "O", "C", "C", "C", "C", "C", "C", "Cl", "H", "S", "O", "O", "N", "C", "C", "H", "H", "C", "C", "O", "N", "C", "H", "C", "N", "C", "H", "H", "H", "C", "C", "H", "H", "H", "H", "H", "H", "H", "H", "C", "C", "H", "H", "H", "H", "H", "H", "H", "H"],
  "xyz": [[-1.917, -4.989, -1.404], [-2.504, -5.431, -2.204], [-0.890, -4.872, -1.742], [-1.922, -5.661, -0.550], [-2.521, -3.647, -1.007], [-2.558, -2.961, -1.862], [-3.540, -3.792, -0.637], [-1.844, -3.049, 0.085], [-0.636, -2.476, -0.092], [-0.008, -2.254, -1.316], [1.224, -1.623, -1.369], [1.845, -1.216, -0.207], [1.254, -1.435, 1.025], [0.019, -2.050, 1.079], [-0.758, -2.305, 2.594], [1.772, -1.144, 1.925], [3.439, -0.388, -0.296], [4.017, -0.728, -1.562], [4.156, -0.671, 0.910], [3.145, 1.239, -0.320], [2.903, 1.936, 0.919], [1.409, 2.150, 1.189], [0.940, 1.190, 1.399], [1.290, 2.786, 2.067], [0.784, 2.832, -0.033], [-0.653, 3.327, 0.161], [-0.867, 4.523, 0.045], [-1.654, 2.478, 0.481], [-1.666, 1.038, 0.549], [-0.677, 0.618, 0.396], [-2.621, 0.470, -0.504], [-3.953, 1.004, -0.309], [-4.913, 0.408, -1.208], [-4.682, 0.597, -2.269], [-5.901, 0.812, -0.991], [-4.934, -0.669, -1.042], [-3.926, 2.452, -0.411], [-2.992, 3.015, 0.656], [-2.933, 4.101, 0.584], [-3.358, 2.726, 1.646], [-4.936, 2.833, -0.247], [-3.584, 2.785, -1.408], [-2.667, -0.615, -0.390], [-2.229, 0.704, -1.513], [-2.026, 0.741, 1.541], [1.338, 3.767, -0.189], [1.004, 1.984, -1.292], [2.512, 1.794, -1.489], [2.977, 2.764, -1.702], [2.729, 1.116, -2.314], [0.524, 1.008, -1.209], [0.589, 2.498, -2.161], [3.408, 2.907, 0.864], [3.371, 1.344, 1.705], [1.723, -1.459, -2.310], [-0.473, -2.570, -2.236]],
  "lumo_energy_ha": 0.0181,
  "e_homo_ev": -8.9,
  "total_charge": 0,
  "smiles": "CCOc1ccc(S(=O)(=O)N2CCC(C(=O)N3CCN(C)CC3)CC2)cc1Cl",
  "total_energy_ev": -56175.5100
}



No. 2
{
  "formula": "C45H49FInN7O3",
  "method": "ωB97M-V/def2-TZVPD",
  "species": ["In", "C", "C", "C", "C", "C", "C", "C", "C", "N", "C", "O", "C", "C", "C", "C", "C", "N", "C", "O", "N", "C", "C", "C", "C", "C", "C", "C", "C", "H", "H", "H", "H", "H", "H", "H", "H", "H", "H", "H", "H", "H", "H", "H", "H", "H", "H", "H", "H", "H", "C", "C", "C", "C", "C", "C", "C", "C", "C", "C", "C", "C", "N", "C", "C", "C", "C", "C", "C", "F", "H", "H", "H", "H", "H", "H", "H", "H", "H", "H", "H", "H", "H", "H", "H", "H", "H", "H", "H", "H", "H", "C", "N", "C", "C", "O", "N", "C", "N", "H", "H", "H", "H", "H", "H", "H"],
  "xyz": [[0.255, 0.248, -0.401], [0.271, 2.309, -3.987], [-0.929, 1.407, -4.076], [-1.371, 0.979, -5.323], [-2.567, 0.296, -5.460], [-3.347, 0.068, -4.337], [-2.931, 0.470, -3.074], [-3.830, 0.256, -1.886], [-1.686, 1.108, -2.939], [-1.192, 1.457, -1.646], [-1.773, 2.483, -1.008], [-2.591, 3.287, -1.451], [-1.347, 2.648, 0.440], [-1.890, 3.612, 1.272], [-1.503, 3.619, 2.606], [-0.589, 2.680, 3.078], [-0.068, 1.772, 2.179], [-0.458, 1.789, 0.914], [0.934, 0.710, 2.560], [1.133, 0.538, 3.773], [1.495, 0.053, 1.538], [2.493, -0.894, 1.914], [3.709, -0.426, 2.451], [4.055, 1.036, 2.438], [4.619, -1.335, 2.970], [4.368, -2.699, 2.950], [3.214, -3.156, 2.347], [2.278, -2.273, 1.809], [1.076, -2.880, 1.126], [0.885, 2.236, -4.883], [-0.074, 3.342, -3.886], [0.887, 2.077, -3.121], [-0.773, 1.206, -6.199], [-2.902, -0.028, -6.437], [-4.306, -0.428, -4.442], [-4.666, -0.391, -2.154], [-3.280, -0.193, -1.062], [-4.226, 1.216, -1.551], [-2.594, 4.319, 0.859], [-1.921, 4.351, 3.284], [-0.283, 2.636, 4.113], [3.924, 1.442, 1.433], [3.424, 1.602, 3.125], [5.095, 1.177, 2.732], [5.544, -0.965, 3.400], [5.079, -3.397, 3.378], [3.023, -4.222, 2.277], [1.405, -3.598, 0.371], [0.452, -3.422, 1.844], [0.463, -2.137, 0.633], [2.427, 4.056, -2.411], [2.285, 3.023, -1.285], [2.241, 3.755, 0.063], [3.399, 1.989, -1.323], [4.699, 2.481, -1.220], [5.800, 1.655, -1.310], [5.604, 0.292, -1.442], [4.330, -0.256, -1.506], [4.222, -1.774, -1.486], [4.849, -2.436, -2.720], [4.905, -2.318, -0.226], [3.201, 0.603, -1.506], [1.911, 0.036, -1.706], [1.647, -0.636, -2.886], [2.345, -0.450, -4.090], [1.970, -1.102, -5.253], [0.884, -1.968, -5.274], [0.174, -2.177, -4.101], [0.570, -1.513, -2.968], [-0.162, -1.690, -1.813], [1.496, 4.618, -2.517], [2.655, 3.580, -3.364], [3.226, 4.765, -2.183], [1.328, 2.522, -1.432], [3.198, 4.236, 0.272], [2.028, 3.069, 0.879], [1.468, 4.529, 0.047], [4.849, 3.547, -1.094], [6.803, 2.063, -1.267], [6.466, -0.366, -1.478], [3.171, -2.056, -1.441], [5.885, -2.113, -2.848], [4.299, -2.194, -3.627], [4.851, -3.522, -2.601], [5.992, -2.233, -0.305], [4.662, -3.375, -0.088], [4.585, -1.775, 0.662], [3.188, 0.230, -4.092], [2.537, -0.930, -6.160], [0.575, -2.456, -6.189], [-0.679, -2.842, -4.055], [-2.405, -4.078, 3.846], [-2.165, -2.888, 3.059], [-2.482, -2.790, 1.647], [-1.770, -1.485, 1.293], [-1.680, -1.037, 0.135], [-1.238, -0.948, 2.386], [-1.397, -1.831, 3.381], [-0.823, -1.640, 4.557], [-3.276, -4.588, 3.443], [-2.617, -3.818, 4.883], [-1.556, -4.768, 3.814], [-3.557, -2.722, 1.467], [-2.070, -3.619, 1.068], [-0.205, -0.831, 4.623], [-0.797, -2.360, 5.256]],
  "lumo_energy_ha": -0.0006,
  "e_homo_ev": -7.2,
  "total_charge": 0,
  "total_energy_ev": -71929.5778
}



No. 3
{
  "formula": "C2H7NO2S2",
  "method": "ωB97M-V/def2-TZVPD",
  "species": ["C", "C", "N", "O", "O", "S", "S", "H", "H", "H", "H", "H", "H", "H"],
  "xyz": [[1.524, 0.611, -0.450], [0.271, -0.110, -0.050], [-2.406, 0.281, 0.861], [-0.572, 2.324, 0.818], [-1.268, 1.505, -1.394], [-3.102, -0.926, -0.267], [-0.923, 1.199, -0.024], [1.644, 0.661, -1.500], [1.456, 1.573, -0.045], [2.439, 0.119, -0.065], [0.522, -0.460, 1.013], [-0.130, -0.639, -0.886], [-3.036, 0.975, 0.889], [-2.526, -2.015, 0.509]],
  "lumo_energy_ha": 0.0180,
  "e_homo_ev": -9.5,
  "total_charge": 0,
  "smiles": "CCS(=O)(=O)NS",
  "total_energy_ev": -29440.6342
}



No. 4
{
  "formula": "C19H20Cl2MgN6OS2",
  "method": "ωB97M-V/def2-TZVPD",
  "species": ["Mg", "Cl", "C", "C", "C", "Cl", "C", "C", "C", "C", "N", "C", "C", "O", "H", "H", "H", "H", "N", "C", "C", "C", "N", "C", "C", "N", "C", "H", "H", "H", "H", "H", "H", "H", "H", "H", "H", "H", "H", "H", "H", "H", "H", "S", "C", "C", "N", "C", "S", "C", "N"],
  "xyz": [[-0.045, -0.516, 0.769], [-2.886, -1.852, -2.751], [-3.421, -0.719, -1.537], [-4.804, -0.517, -1.389], [-5.271, 0.360, -0.462], [-6.986, 0.585, -0.292], [-4.378, 1.079, 0.371], [-4.777, 1.981, 1.381], [-3.831, 2.594, 2.148], [-2.473, 2.314, 1.909], [-2.059, 1.495, 0.971], [-2.992, 0.874, 0.199], [-2.483, -0.050, -0.783], [-1.172, -0.186, -0.872], [-5.492, -1.071, -2.012], [-5.831, 2.164, 1.543], [-4.106, 3.280, 2.937], [-1.706, 2.780, 2.520], [0.437, -1.195, -2.645], [1.479, -0.427, -1.900], [2.914, -0.905, -1.946], [3.583, -0.301, -0.694], [2.967, -0.893, 0.493], [3.392, 1.219, -0.654], [1.956, 1.722, -0.864], [1.068, 1.418, 0.282], [1.359, 1.070, -2.115], [0.572, -2.201, -2.535], [0.375, -0.969, -3.634], [-0.467, -0.932, -2.137], [1.206, -0.596, -0.877], [3.435, -0.580, -2.850], [2.969, -1.997, -1.886], [4.656, -0.504, -0.758], [3.343, -0.493, 1.345], [3.114, -1.896, 0.541], [4.007, 1.665, -1.441], [3.783, 1.603, 0.293], [2.015, 2.801, -1.023], [0.187, 1.927, 0.204], [1.494, 1.693, 1.162], [1.903, 1.394, -3.007], [0.309, 1.362, -2.215], [0.053, -0.213, 3.138], [1.124, -1.605, 3.214], [2.074, -1.579, 4.305], [2.837, -1.508, 5.164], [1.185, -2.650, 2.339], [0.190, -2.878, 0.901], [2.200, -3.658, 2.528], [2.996, -4.485, 2.622]],
  "lumo_energy_ha": -0.0146,
  "e_homo_ev": -7.2,
  "total_charge": 0,
  "total_energy_ev": -83179.6458
}